Molecular formula: CH6ClN4
Method: DFT, ωB97M-V/def2-TZVPD

Lowest unoccupied orbital energy = -5.3 eV
Orbital gap = 9.01 eV
SMILES = NC(N)=N[NH2+]Cl
Highest occupied orbital energy = -14.3 eV
Maximum force = 6.220 eV/Å
Relative energy (zero: lowest compared OMol25 entry of this formula, charge and spin) = 0.738 eV
Charge = +1
Electronic energy = -720.5700 Eh

Each line ends with the Mulliken charge.
CARTESIAN COORDINATES (ANGSTROEM)
N: -1.63 -0.22 1.03  -0.36
C: -0.62 -0.01 0.24  0.65
N: -0.52 1.22 -0.42  -0.47
N: 0.17 -1.06 0.08  -0.46
N: 1.58 -0.85 -0.60  -0.28
Cl: 2.58 0.29 0.40  0.09
H: -1.80 -1.04 1.47  0.23
H: -2.49 0.41 0.85  0.25
H: 0.33 1.63 -0.74  0.26
H: -1.13 2.06 -0.06  0.26
H: 1.53 -0.59 -1.68  0.43
H: 2.00 -1.82 -0.56  0.41

Molecular formula: CH6N2O
Method: DFT, ωB97M-V/def2-TZVPD

Lowest unoccupied orbital energy = -0.8 eV
Orbital gap = 5.10 eV
Highest occupied orbital energy = -5.9 eV
Maximum force = 6.166 eV/Å
Relative energy (zero: lowest compared OMol25 entry of this formula, charge and spin) = 4.562 eV
Charge = 0
Electronic energy = -226.2999 Eh

Each line ends with the Mulliken charge.
CARTESIAN COORDINATES (ANGSTROEM)
O: -2.16 -1.07 -1.59  -1.06
H: -2.96 -1.09 -2.20  0.16
N: 1.07 1.33 0.98  -0.30
C: 0.18 0.48 0.50  0.26
N: 0.57 -0.86 0.05  -0.37
H: 1.97 1.10 1.09  0.20
H: 0.72 2.21 1.29  0.24
H: -0.93 0.61 0.52  0.33
H: 0.06 -1.43 -0.74  0.31
H: 1.47 -1.27 0.09  0.25

Molecular formula: CH6N2O
Method: DFT, ωB97M-V/def2-TZVPD

Lowest unoccupied orbital energy = 1.1 eV
Orbital gap = 10.52 eV
SMILES = NCNO
Highest occupied orbital energy = -9.4 eV
Maximum force = 2.926 eV/Å
Relative energy (zero: lowest compared OMol25 entry of this formula, charge and spin) = 2.629 eV
Charge = 0
Electronic energy = -226.3709 Eh

Each line ends with the Mulliken charge.
CARTESIAN COORDINATES (ANGSTROEM)
N: 1.27 -0.41 0.12  -0.66
C: 0.26 0.61 -0.28  -0.14
N: -0.83 0.38 0.63  -0.43
O: -1.66 -0.68 0.08  -0.43
H: 0.96 -1.33 -0.18  0.21
H: 2.16 -0.25 -0.35  0.23
H: -0.08 0.54 -1.32  0.27
H: 0.68 1.59 -0.04  0.28
H: -0.22 -0.18 1.37  0.34
H: -2.53 -0.27 -0.02  0.33

Molecular formula: CH6N2O
Method: DFT, ωB97M-V/def2-TZVPD

Lowest unoccupied orbital energy = 0.7 eV
Orbital gap = 10.73 eV
SMILES = [H]/N=C/N.O
Highest occupied orbital energy = -10.0 eV
Maximum force = 2.241 eV/Å
Relative energy (zero: lowest compared OMol25 entry of this formula, charge and spin) = 1.127 eV
Charge = 0
Electronic energy = -226.4261 Eh

Each line ends with the Mulliken charge.
CARTESIAN COORDINATES (ANGSTROEM)
H: -1.32 -0.58 -1.86  0.25
N: -0.54 -0.63 -1.21  -0.61
C: -1.06 -0.69 -0.05  0.10
N: -0.48 -0.29 1.16  -0.46
H: -2.13 -0.87 0.10  0.27
H: 0.40 -0.68 1.43  0.28
H: -1.08 0.02 1.91  0.20
O: 1.84 1.35 -0.13  -0.68
H: 1.42 1.16 0.76  0.33
H: 1.49 0.64 -0.65  0.33